Formula: C26H36F6LiN2O4P2S2
Source: OMol25
Level of theory: the ωB97M-V functional and the def2-TZVPD basis

Structure (XYZ):
```
79
Properties=species:S:1:pos:R:3:forces:R:3:lowdin_charge:R:1
Li -0.63892 -0.01966 -0.06500 0.83 -0.13 -0.01 0.466
C -0.70670 -2.40651 3.35654 -0.06 -0.06 -0.01 -0.125
C 0.37168 -1.33612 3.47478 0.31 -0.08 -0.05 -0.545
C 0.81362 -1.13118 4.91728 0.00 0.01 0.12 -0.122
P -0.05908 0.21446 2.54848 -0.18 0.20 -0.43 1.077
C -0.77989 1.35734 3.81292 0.13 -0.07 0.24 -0.577
C -0.89789 2.77232 3.25500 0.00 0.04 -0.03 -0.111
C -2.16055 0.84421 4.22037 -0.04 -0.04 0.03 -0.117
C 1.58060 0.93269 2.21151 0.00 0.08 0.13 -0.311
C 2.25270 1.71755 3.14825 -0.02 0.00 0.01 -0.135
C 3.45060 2.35025 2.86912 -0.03 -0.01 -0.03 -0.124
C 3.97530 2.20654 1.58664 0.09 0.06 0.04 -0.111
C 3.34300 1.42917 0.64623 -0.03 -0.06 -0.07 -0.053
C 2.13934 0.73041 0.92033 -0.04 0.03 0.06 -0.329
N 1.49105 -0.02653 -0.02000 -0.17 -0.01 0.14 -0.034
C 2.24884 -0.67389 -0.95897 -0.06 -0.06 -0.09 -0.332
C 3.52083 -1.22147 -0.66164 0.02 0.02 0.06 -0.055
C 4.29920 -1.83748 -1.61279 0.10 -0.05 -0.03 -0.111
C 3.86070 -1.95487 -2.92920 -0.01 -0.01 0.02 -0.123
C 2.59451 -1.48642 -3.22973 -0.01 -0.04 -0.10 -0.120
C 1.76619 -0.89063 -2.27980 -0.01 0.01 -0.08 -0.306
P 0.04389 -0.41992 -2.61512 -0.13 0.06 0.38 1.067
C 0.15256 1.17008 -3.56137 -0.10 0.08 -0.08 -0.542
C 0.80348 1.18611 -4.94047 0.02 -0.04 -0.02 -0.118
C 0.86768 2.16608 -2.64653 0.03 0.05 0.04 -0.131
C -0.70452 -1.74498 -3.67454 -0.12 0.03 -0.14 -0.544
C -0.17462 -2.15422 -5.04908 0.04 -0.07 -0.04 -0.122
C -0.80750 -2.99764 -2.80380 0.04 -0.12 -0.01 -0.132
H -0.35510 -3.34317 3.79554 0.02 -0.05 0.01 0.073
H -0.97481 -2.58804 2.31714 0.01 0.00 -0.03 0.053
H -1.61907 -2.12615 3.88192 -0.07 0.04 0.05 0.060
H 1.24696 -1.68246 2.90633 -0.11 0.01 0.03 0.108
H -0.00480 -0.76897 5.54712 0.01 -0.03 -0.05 0.067
H 1.63639 -0.41886 4.99065 0.01 0.02 -0.02 0.064
H 1.15455 -2.07819 5.34388 0.02 -0.02 0.02 0.072
H -0.14443 1.38197 4.70740 -0.05 -0.01 -0.07 0.086
H -1.49963 2.78178 2.34697 -0.02 0.00 -0.05 0.052
H 0.07242 3.21029 3.02560 0.01 -0.01 -0.01 0.065
H -1.40100 3.41171 3.98415 -0.01 0.05 0.03 0.079
H -2.83889 0.85097 3.36546 -0.03 -0.01 -0.04 0.069
H -2.58779 1.48636 4.99460 -0.02 0.03 0.00 0.077
H -2.13110 -0.17214 4.61504 0.02 0.00 0.01 0.050
H 1.81122 1.85142 4.12878 0.00 0.01 0.03 0.087
H 3.94502 2.95765 3.61481 0.02 0.02 0.02 0.084
H 4.88948 2.72173 1.31183 0.01 0.01 0.02 0.094
H 3.76803 1.35130 -0.34503 0.01 -0.02 -0.05 0.106
H 3.88980 -1.14423 0.35222 0.00 0.03 0.05 0.109
H 5.26699 -2.23348 -1.32432 0.01 -0.01 -0.01 0.093
H 4.47712 -2.41511 -3.68943 0.02 -0.01 -0.02 0.084
H 2.23271 -1.57970 -4.24395 0.01 -0.02 -0.02 0.075
H -0.89252 1.49701 -3.65176 0.07 -0.07 -0.02 0.096
H 1.78785 0.71524 -4.91816 0.04 -0.02 0.03 0.069
H 0.94447 2.21785 -5.27354 -0.01 0.04 0.00 0.070
H 0.20098 0.68312 -5.69315 -0.04 -0.03 -0.03 0.051
H 1.92607 1.91102 -2.56227 0.03 -0.01 0.01 0.076
H 0.45218 2.17807 -1.64013 -0.03 0.00 0.02 0.051
H 0.79235 3.17206 -3.06501 0.02 0.04 -0.01 0.075
H -1.72497 -1.35776 -3.80789 0.08 0.00 0.03 0.095
H 0.73431 -2.74939 -4.96185 0.02 -0.01 0.03 0.061
H 0.03233 -1.32175 -5.71322 0.00 0.10 -0.03 0.044
H -0.91539 -2.79171 -5.53995 -0.04 0.00 -0.01 0.073
H 0.18517 -3.42479 -2.63849 0.02 0.01 0.00 0.078
H -1.41667 -3.75220 -3.30863 -0.01 -0.02 0.01 0.079
H -1.25023 -2.78922 -1.83426 -0.03 0.01 0.04 0.037
F -4.22697 -2.29677 1.91290 0.07 0.10 -0.14 0.138
C -4.38611 -2.30843 0.59008 -0.13 -0.20 0.04 -0.665
F -4.14156 -3.55280 0.15200 0.05 0.25 0.01 0.129
F -5.65834 -2.01433 0.31334 0.21 0.04 -0.02 0.136
S -3.22469 -1.14540 -0.26451 -0.27 0.11 0.06 0.578
O -1.90998 -1.55315 0.17861 -0.13 -0.06 -0.02 -0.378
O -3.51415 -1.25269 -1.66455 -0.10 -0.11 0.06 -0.265
N -3.71708 0.19462 0.41628 -0.15 -0.01 -0.26 -0.283
S -3.15340 1.59287 -0.03084 -0.21 -0.26 0.29 0.577
O -3.54699 2.58560 0.91650 0.00 0.08 -0.07 -0.268
O -1.77394 1.51916 -0.45740 -0.02 0.24 -0.04 -0.379
C -4.06507 2.07063 -1.58217 -0.10 -0.02 -0.21 -0.658
F -5.35058 1.71487 -1.50643 0.14 0.02 0.06 0.133
F -4.01104 3.39820 -1.74510 0.08 -0.14 0.09 0.131
F -3.52959 1.50033 -2.66110 -0.03 0.03 0.14 0.130
```
Positions in Å, forces in eV/Å.

## Properties
Kohn-Sham gap: 6.44 eV
energy relative to the best compared isomer or geometry (same formula, charge and spin): 3.80 kcal/mol
net charge: -1



Formula: C26H36FN3O2
Source: OMol25
Level of theory: the ωB97M-V functional and the def2-TZVPD basis

Structure (XYZ):
```
68
Properties=species:S:1:pos:R:3:forces:R:3:nbo_charge:R:1
C -2.83019 -4.19647 2.38945 0.05 0.01 0.27 -0.252
H -1.87223 -3.69527 2.56433 -0.04 0.00 -0.01 0.175
O -3.10034 -4.33185 1.01609 -0.10 0.06 -0.42 -0.511
C -3.24247 -3.20181 0.26662 -0.01 0.17 -0.19 0.374
C -3.10452 -1.91229 0.75890 0.02 -0.10 0.13 -0.293
C -3.24598 -0.81793 -0.08660 -0.28 -0.27 -0.21 -0.112
C -3.56738 -1.01430 -1.42126 0.04 0.14 0.22 -0.225
C -3.71470 -2.30373 -1.90716 0.03 -0.04 0.12 -0.186
C -3.54742 -3.40623 -1.08949 0.02 -0.11 0.13 -0.077
C -3.69636 -4.80399 -1.60203 0.02 0.03 0.07 -0.624
H -3.92969 -4.80583 -2.66327 -0.01 -0.02 -0.06 0.212
H -2.77755 -5.36416 -1.43529 0.02 -0.12 -0.03 0.224
H -4.48939 -5.31682 -1.06014 -0.04 -0.12 -0.01 0.225
H -3.96705 -2.45501 -2.94682 -0.03 -0.05 -0.10 0.211
H -3.71704 -0.16654 -2.07374 0.02 0.10 -0.07 0.215
C -3.16462 0.55858 0.49510 0.04 -0.04 -0.04 0.674
O -3.97456 0.93137 1.32677 -0.20 -0.02 0.19 -0.625
N -2.17284 1.36693 0.04523 -0.10 0.14 -0.04 -0.436
C -1.08323 0.94690 -0.80346 0.50 -0.17 0.03 -0.203
H -1.36802 0.03521 -1.33053 0.08 0.16 -0.03 0.225
H -0.89930 1.73166 -1.54474 -0.04 -0.05 -0.06 0.197
C 0.21148 0.67894 -0.01877 -0.24 -0.22 -0.29 -0.238
C 0.03529 -0.44284 1.00167 0.22 0.28 0.09 -0.410
C 1.36622 -0.70076 1.69904 -0.04 -0.22 -0.18 -0.388
C 2.44572 -1.00217 0.66626 0.01 0.06 0.37 -0.229
N 2.57401 0.11271 -0.25558 0.04 -0.05 -0.15 -0.443
C 1.33832 0.31281 -0.98594 -0.15 0.31 0.15 -0.201
H 1.48829 1.12922 -1.69828 -0.01 -0.05 -0.05 0.199
H 1.04976 -0.59000 -1.55724 0.01 0.01 -0.03 0.161
C 3.71664 -0.05249 -1.13588 -0.07 -0.04 -0.12 -0.234
C 5.00813 0.10856 -0.38097 0.17 -0.19 -0.16 -0.105
C 6.12925 -0.65174 -0.68294 -0.03 0.15 0.14 0.398
C 7.32862 -0.50677 -0.01064 -0.05 -0.10 -0.12 -0.278
C 7.41802 0.42959 1.00348 -0.01 -0.02 -0.02 -0.198
C 6.31530 1.20322 1.32747 0.01 0.10 0.09 -0.225
C 5.12633 1.04422 0.63973 0.12 -0.05 -0.04 -0.182
H 4.25922 1.63625 0.88660 -0.11 0.06 0.05 0.231
H 6.38444 1.93449 2.11853 0.00 0.07 0.07 0.215
H 8.34739 0.55296 1.53801 0.08 0.00 0.04 0.216
H 8.16865 -1.12459 -0.28649 0.07 -0.07 -0.04 0.228
F 6.05659 -1.57464 -1.67224 -0.01 0.09 0.08 -0.331
H 3.70446 -1.02766 -1.65284 -0.02 0.13 0.01 0.189
H 3.66799 0.72867 -1.90297 -0.04 -0.11 -0.01 0.213
H 3.40742 -1.14740 1.16411 -0.05 -0.07 -0.05 0.213
H 2.19288 -1.93521 0.12842 0.05 0.02 -0.01 0.161
H 1.65888 0.18401 2.26654 0.04 0.01 0.08 0.202
H 1.27944 -1.53947 2.39160 0.02 0.00 0.06 0.207
H -0.72805 -0.16809 1.73129 -0.08 -0.06 0.01 0.213
H -0.29526 -1.35003 0.48879 -0.07 -0.05 -0.02 0.202
H 0.51184 1.58646 0.51353 0.02 0.04 -0.03 0.204
C -2.15924 2.74154 0.50938 -0.32 0.21 0.05 -0.235
H -1.13110 3.10015 0.56807 0.01 -0.02 -0.01 0.204
H -2.61011 2.75473 1.50340 0.16 0.05 -0.07 0.235
C -2.95148 3.64333 -0.44632 0.26 -0.06 0.09 -0.225
N -2.63000 5.04660 -0.25325 -0.03 -0.04 -0.08 -0.436
C -3.13057 5.85148 -1.34928 0.07 -0.03 0.03 -0.407
H -4.22749 5.81624 -1.43941 -0.05 0.01 -0.01 0.163
H -2.82884 6.88642 -1.19516 -0.03 0.06 -0.05 0.199
H -2.69392 5.50032 -2.28345 -0.02 0.03 -0.07 0.197
C -3.12032 5.54688 1.01601 0.09 -0.03 -0.04 -0.416
H -4.21204 5.44703 1.11474 -0.06 0.00 0.01 0.166
H -2.64600 5.00461 1.83015 -0.03 0.02 0.13 0.200
H -2.85712 6.59981 1.10519 -0.01 0.03 0.08 0.200
H -2.67482 3.38135 -1.47221 -0.04 -0.02 0.03 0.190
H -4.02905 3.43988 -0.32346 0.02 -0.01 -0.04 0.178
H -2.89077 -1.73028 1.79991 0.01 -0.02 0.13 0.228
H -2.78105 -5.21164 2.78079 0.01 0.10 0.02 0.201
H -3.62529 -3.64826 2.90426 0.04 0.00 -0.03 0.181
```
Positions in Å, forces in eV/Å.

## Properties
Kohn-Sham gap: 9.21 eV
energy relative to the best compared isomer or geometry (same formula, charge and spin): 1.74 kcal/mol
net charge: 0
structure (SMILES): COc1cc(C(=O)N(CCN(C)C)C[C@H]2CCCN(Cc3ccccc3F)C2)ccc1C



Formula: C26H36GeMnN7O5SSe
Source: OMol25
Level of theory: the ωB97M-V functional and the def2-TZVPD basis

Structure (XYZ):
```
78
Properties=species:S:1:pos:R:3:forces:R:3:lowdin_spin:R:1
Mn 0.37079 -0.16066 -0.25355 0.24 -0.30 -0.20 1.034
Se 1.32616 5.51017 -5.17455 0.01 -0.02 0.01 0.000
N 1.14954 3.75784 -5.40216 0.00 0.19 0.15 0.000
C 0.99080 3.23869 -4.21086 0.00 -0.17 -0.05 0.000
C 0.82113 1.80685 -3.97891 0.03 0.11 0.01 0.000
C 0.82462 0.83119 -4.98234 -0.01 0.06 -0.01 0.003
C 0.68541 -0.49318 -4.62607 0.01 -0.07 0.05 0.000
C 0.55172 -0.83454 -3.28111 0.11 0.08 -0.02 0.002
N 0.54343 0.08699 -2.32004 -0.10 -0.15 -0.13 -0.002
C 0.67177 1.38295 -2.66626 -0.03 0.07 0.12 -0.001
C 0.66666 2.31440 -1.55666 -0.02 -0.09 -0.01 -0.001
N 0.48992 1.76972 -0.32900 0.07 0.18 -0.11 -0.026
C 0.43477 2.57180 0.73974 0.01 0.11 -0.12 0.001
C 0.58701 3.94609 0.62864 -0.03 -0.10 0.08 -0.001
C 0.79611 4.50845 -0.61551 0.01 0.06 -0.06 0.005
C 0.82468 3.68261 -1.74144 0.00 -0.02 -0.14 -0.001
C 1.00092 4.15891 -3.11054 -0.03 0.02 0.17 0.000
N 1.16497 5.42329 -3.40839 0.00 -0.11 -0.21 0.000
H 0.94498 1.13058 -6.01605 0.01 -0.01 0.01 0.000
H 0.69793 -1.27657 -5.37075 -0.01 0.00 0.00 0.000
H 0.49013 -1.86977 -2.97528 -0.02 -0.03 0.03 0.000
H 0.24173 2.10479 1.69163 0.04 -0.01 0.01 0.000
H 0.53946 4.55736 1.51900 0.00 0.00 0.00 0.000
H 0.92595 5.57690 -0.73788 0.00 0.00 0.00 0.000
O 3.23946 -1.49169 -1.83518 0.12 -0.05 0.09 -0.005
N 3.01963 -0.42523 -1.37292 -0.53 0.10 0.04 0.006
O 3.38242 0.66628 -1.64576 0.22 0.12 -0.01 0.008
O 2.11394 -0.47526 -0.23560 0.07 -0.04 0.01 -0.020
O 0.20640 -2.32252 0.13210 -0.01 0.13 -0.17 -0.009
S 0.78354 -2.15672 1.49546 0.03 0.08 0.16 -0.005
C 0.03061 -3.26615 2.66123 -0.01 -0.13 -0.07 -0.001
C 0.88820 -4.52904 2.52351 -0.04 0.02 0.01 0.000
C 2.33926 -4.03758 2.52941 0.02 0.04 -0.01 0.000
C 2.43435 -2.86993 1.53743 -0.04 -0.05 -0.01 0.001
H -1.02262 -3.34862 2.39429 0.00 -0.05 0.03 0.000
H 0.13769 -2.80206 3.64504 0.00 0.02 -0.01 0.000
H 0.64811 -5.04546 1.59253 0.00 -0.01 0.00 0.000
H 0.68036 -5.21202 3.34462 0.02 0.00 0.01 0.000
H 3.03998 -4.81825 2.23986 -0.02 -0.01 -0.01 0.000
H 2.61390 -3.69827 3.52766 0.01 -0.02 0.01 0.000
H 2.55992 -3.19168 0.50156 0.06 -0.02 0.00 0.000
H 3.16912 -2.10280 1.76562 -0.01 0.02 0.02 0.000
C -2.22554 -2.57791 -1.76130 0.08 0.01 0.00 0.000
N -3.09444 -1.49611 -1.31614 -0.26 -0.06 -0.01 0.009
C -4.53239 -1.70851 -1.59437 0.09 -0.02 -0.03 0.001
C -5.37929 -0.94071 -0.60803 -0.04 -0.01 0.02 0.000
C -4.94122 0.50399 -0.59986 0.07 0.01 -0.02 0.001
N -3.48526 0.59136 -0.36433 -0.07 -0.20 -0.08 0.008
C -3.04510 1.84783 0.22974 -0.03 -0.04 -0.02 0.000
C -2.67015 -0.39879 -0.71673 0.15 0.31 0.04 0.002
O -1.38716 -0.26201 -0.44756 -0.14 0.17 0.38 0.030
H -2.44083 -3.47978 -1.18831 0.00 -0.01 -0.02 0.000
H -1.18640 -2.31588 -1.62261 -0.05 -0.04 -0.03 0.000
H -2.42424 -2.77379 -2.81495 0.01 -0.01 0.00 0.000
H -4.70888 -2.78008 -1.51575 -0.01 0.00 -0.01 0.000
H -4.73198 -1.41116 -2.62631 -0.03 0.01 0.01 0.001
H -5.27514 -1.36897 0.39095 -0.01 -0.01 0.00 0.000
H -6.42929 -1.00982 -0.88666 0.00 0.00 -0.01 0.000
H -5.42684 1.06336 0.19808 0.00 -0.02 0.01 0.000
H -5.16925 1.00209 -1.54538 -0.02 -0.01 0.00 0.000
H -3.43531 1.92928 1.24470 0.02 0.02 0.00 0.000
H -3.44259 2.67085 -0.36470 0.01 0.01 0.02 0.000
H -1.96715 1.91264 0.24554 0.06 -0.01 -0.01 0.000
C 3.28966 1.37376 2.15218 0.04 0.02 -0.04 0.000
Ge 1.88511 0.44835 3.12175 -0.07 -0.10 -0.02 -0.002
C 0.74438 1.58186 4.21500 -0.05 0.06 0.01 0.000
C 2.61303 -0.89028 4.33221 0.05 0.01 0.07 -0.003
C 0.59050 -0.46991 1.79861 -0.01 -0.02 0.12 -0.034
H 4.20123 0.77618 2.14964 0.00 -0.01 0.00 0.000
H 3.50755 2.30692 2.67360 0.02 -0.01 -0.01 0.000
H 3.03337 1.60396 1.12071 -0.02 0.03 -0.02 0.000
H 1.38816 2.04604 4.96445 -0.01 0.00 0.01 0.000
H 0.00560 0.98173 4.74724 0.00 -0.01 -0.01 0.000
H 0.22334 2.38728 3.69953 0.01 0.00 0.00 0.000
H 3.12210 -0.31177 5.10695 0.00 -0.03 0.02 0.000
H 3.36112 -1.54715 3.89545 0.02 -0.01 -0.02 0.000
H 1.84794 -1.47955 4.83839 -0.01 0.00 -0.02 0.000
H -0.41946 -0.40314 2.22581 0.00 0.00 -0.02 0.002
```
Positions in Å, forces in eV/Å.

## Properties
2S+1: 2
Kohn-Sham gap (alpha / beta): 4.86 / 5.77 eV
⟨S²⟩: 0.778
net charge: +3



no.,total energy (hartree)
1,-3508.793513
2,-1426.950950
3,-7798.286216